Entry from the Open Molecules 2025 dataset: a molecular structure, C22H30CaI2N3O7S (wB97M-V/def2-TZVPD).

Output
Lowest unoccupied orbital energy (spin up / spin down)   0.0328 / 0.0343 Ha
Total charge   -1
Spin multiplicity   1
HOMO-LUMO gap (spin up / spin down)   6.61 / 6.06 eV

Each line ends with the Löwdin charge.
Geometry (Å):
H (-4.45, -3.08, -4.71)  0.10
H (0.79, 3.79, -2.83)  0.10
C (-0.66, -0.87, 3.46)  -0.11
C (0.72, -0.53, 2.87)  -0.62
C (1.26, -1.61, 1.90)  -0.04
N (1.07, 1.82, -2.23)  0.01
Ca (-1.10, 1.38, 1.16)  1.29
H (0.80, -3.13, 3.33)  0.11
C (2.24, -2.47, -0.14)  -0.08
O (-2.96, 0.91, -0.34)  -0.09
C (3.68, 0.81, 1.58)  -0.02
C (-4.83, -1.56, -3.23)  -0.09
C (-2.08, -1.67, -2.73)  -0.58
C (1.96, -0.04, -0.05)  -0.12
C (-2.84, 0.10, 3.21)  -0.12
N (-1.45, 3.13, -1.33)  -0.03
I (3.80, 4.17, -0.28)  -0.16
H (5.26, 0.66, -0.52)  0.09
N (3.29, 0.65, 0.16)  -0.18
C (-4.27, -0.75, -2.27)  -0.02
H (-0.78, -1.92, 3.73)  0.12
S (-0.37, -1.75, -2.42)  0.86
H (1.57, -5.01, 1.98)  0.10
C (0.34, 2.81, -3.02)  -0.27
H (3.16, 1.62, -0.21)  -0.01
H (-3.60, 0.18, 2.43)  0.12
H (0.55, 0.95, -2.26)  0.01
H (-1.58, 1.88, -2.97)  0.10
H (1.23, 0.67, 0.32)  0.06
H (-0.76, -0.26, 4.37)  0.13
H (-2.39, 2.84, -1.09)  0.05
H (3.93, -0.16, 1.99)  0.11
C (-2.28, 0.09, -1.00)  -0.64
H (-5.90, -1.52, -3.43)  0.10
O (-1.71, -0.52, 2.55)  -0.23
H (2.48, -4.59, -0.31)  0.10
H (1.50, 0.18, 4.49)  0.10
H (4.54, 1.49, 1.61)  0.08
C (-2.66, -2.49, -3.71)  -0.12
H (2.83, 1.22, 2.12)  0.08
H (1.87, -0.15, -1.13)  0.09
C (-2.90, -0.80, -2.02)  -0.16
H (-1.63, 3.58, -3.42)  0.10
H (4.55, -0.96, -0.29)  0.10
O (-1.02, -0.03, -0.85)  -0.23
H (-4.86, -0.05, -1.69)  0.12
H (0.48, 2.60, -4.08)  0.10
H (-1.34, 4.11, -1.10)  0.04
C (1.20, -2.93, 2.34)  -0.02
C (1.82, -1.38, 0.63)  -0.14
O (-2.26, 2.39, 2.86)  -0.19
H (-3.19, -0.54, 4.02)  0.12
C (-4.02, -2.43, -3.95)  -0.10
O (-2.48, 1.65, 4.98)  0.01
H (2.60, -2.29, -1.14)  0.10
H (4.07, 0.04, -1.69)  0.11
C (2.16, -3.77, 0.32)  -0.09
O (0.69, 0.72, 2.40)  -0.33
O (1.64, -0.65, 4.00)  -0.01
H (1.03, 2.13, -1.26)  -0.02
C (-2.49, 1.51, 3.76)  -0.69
C (1.64, -4.00, 1.59)  -0.07
C (4.37, 0.05, -0.64)  -0.01
H (-2.03, -3.17, -4.27)  0.10
C (-1.16, 2.86, -2.73)  -0.26
I (0.93, 4.14, 1.15)  0.03

Entry from the Open Molecules 2025 dataset: a molecular structure, C22H30Cl4I3NO3PS in a non-equilibrium geometry (wB97M-V/def2-TZVPD).

Output
Lowest unoccupied orbital energy   -0.1620 Ha
Total charge   +1
Spin multiplicity   1
HOMO-LUMO gap   6.77 eV

Each line ends with the Löwdin charge.
Geometry (Å):
H (2.26, -3.26, -1.50)  0.13
H (-3.90, 1.30, 3.04)  0.00
I (5.48, -0.28, -2.66)  0.79
C (3.74, -0.95, -1.57)  -0.71
C (-2.86, -0.67, 0.34)  -0.70
C (-1.06, 1.66, -3.16)  -0.43
H (1.07, -1.70, 3.88)  0.08
H (-1.46, 3.06, -1.49)  0.03
C (0.77, -1.30, 1.73)  -0.20
H (4.37, -0.34, 0.79)  0.02
H (-1.46, 1.99, 2.16)  -0.03
H (-1.84, 2.06, 4.00)  0.05
H (-1.18, -2.74, -2.56)  0.14
C (-4.16, 0.42, 3.66)  -0.18
H (-4.27, 0.79, 4.72)  0.08
H (-3.43, -1.60, 2.92)  0.05
C (-3.87, -1.60, 0.35)  -0.81
P (-1.33, -0.26, 3.36)  0.99
H (-3.15, -1.25, 4.64)  0.07
H (3.92, -1.83, -0.90)  0.04
C (3.28, 1.13, 2.15)  -0.50
O (-0.47, 0.36, -3.20)  0.05
C (0.71, -1.90, -0.64)  -0.08
H (5.39, 0.86, 1.65)  0.09
C (-1.38, -1.06, 0.46)  -0.14
H (-2.62, -1.96, -1.84)  0.12
I (-5.95, -1.12, 0.16)  0.87
H (0.00, 3.45, -2.50)  0.07
H (0.15, 2.10, -1.32)  0.07
I (-3.43, 1.40, 0.11)  1.00
O (-1.86, 2.11, -3.93)  0.15
C (-0.58, 2.61, -2.00)  -0.01
C (-3.51, -3.13, 0.52)  -0.12
H (0.86, -2.84, -2.62)  0.11
H (-4.44, -3.69, 0.78)  0.07
N (1.38, -1.75, 0.58)  0.16
C (-0.65, -0.91, 1.73)  -0.23
H (-5.20, 0.11, 3.35)  0.06
H (2.36, -2.01, 0.65)  0.15
C (1.64, -1.23, 3.03)  -0.44
H (2.65, 1.43, 1.28)  0.07
C (4.49, 0.19, 1.77)  -0.14
C (1.57, -2.45, -1.85)  -0.09
C (2.47, -1.29, -2.48)  -0.26
Cl (3.33, 5.99, -5.72)  0.54
Cl (1.02, 4.26, -5.54)  0.53
C (2.07, 5.35, -4.64)  -2.05
H (-2.99, -3.54, -0.39)  0.08
H (-2.81, -3.27, 1.40)  0.09
C (-1.19, 1.63, 3.18)  -0.29
H (2.76, -1.53, -3.54)  0.11
Cl (1.13, 6.70, -3.97)  0.53
H (3.73, 2.07, 2.56)  0.09
H (-0.14, 1.89, 3.47)  -0.01
O (-2.18, -0.75, -4.11)  0.17
H (2.56, -1.85, 2.85)  0.08
C (-1.42, -0.67, -3.19)  -0.39
C (-0.72, -1.58, -0.78)  -0.04
C (-1.55, -1.78, -2.09)  -0.02
S (2.19, 0.47, 3.48)  0.85
H (1.88, -0.33, -2.56)  0.10
H (4.70, -0.54, 2.59)  0.08
C (-3.13, -0.77, 3.61)  -0.40
Cl (2.82, 4.43, -3.32)  0.50
H (3.42, -0.09, -0.91)  0.02

Entry from the Open Molecules 2025 dataset: a molecular structure, C22H30Cl4NO6RuSbSi3 in a non-equilibrium geometry (wB97M-V/def2-TZVPD).

Output
Lowest unoccupied orbital energy (spin up / spin down)   -0.1252 / -0.0901 Ha
Total charge   0
Spin multiplicity   1
HOMO-LUMO gap (spin up / spin down)   4.33 / 5.28 eV

Each line ends with the Löwdin charge.
Geometry (Å):
H (2.32, 3.28, -3.05)  0.04
O (2.28, -0.06, 1.81)  -0.19
C (0.43, -4.94, -4.66)  -0.70
H (-0.46, 2.17, 4.31)  0.05
C (-3.17, -0.75, -1.68)  -0.21
C (-0.86, 3.92, -2.12)  -0.22
O (-0.66, -4.79, -5.22)  -0.03
H (-3.63, 1.66, 1.48)  0.02
H (-1.90, 3.70, -1.86)  0.03
H (2.38, 2.47, 1.85)  0.01
C (1.62, 3.25, 1.93)  -0.21
H (2.62, -4.68, -2.97)  0.14
H (-2.94, -0.11, -2.53)  0.02
H (-4.79, 1.10, 0.28)  0.04
Si (-2.63, -0.03, -0.04)  0.35
Si (0.18, 2.38, -2.21)  0.32
C (3.33, -2.79, -1.05)  -0.51
C (2.36, -0.65, 4.14)  -0.63
H (-0.57, -1.04, -2.23)  0.03
Cl (2.38, -1.32, 6.73)  0.72
C (-0.15, -2.80, -3.40)  0.03
N (1.20, -1.91, -1.66)  -0.05
C (1.93, -1.54, 5.09)  -0.68
H (1.79, 3.79, 2.87)  0.04
H (0.17, 0.69, 3.58)  0.01
H (2.61, 1.86, -2.06)  0.03
H (-0.87, 4.41, -3.09)  0.04
C (1.99, -0.86, 2.80)  -0.39
Cl (-0.31, -4.14, 2.96)  0.77
H (1.75, 3.95, 1.11)  0.02
Si (-0.10, 2.54, 1.91)  0.33
Cl (3.33, 0.72, 4.50)  0.76
C (1.17, -1.95, 2.48)  -0.32
H (-2.39, 3.54, 1.71)  0.01
C (0.74, -3.85, -3.60)  -0.06
O (1.39, -5.68, -4.90)  -0.01
H (-2.74, -1.73, -1.86)  0.03
O (4.22, -3.58, -1.02)  0.15
H (0.41, 0.50, -3.83)  0.03
H (-1.26, 4.58, 2.57)  0.04
H (2.25, 3.41, -1.29)  0.02
H (-1.53, 1.13, 3.36)  0.02
C (2.09, -2.90, -1.88)  -0.17
C (2.01, 2.77, -2.14)  -0.22
C (1.10, -2.65, 4.75)  -0.68
O (0.80, -2.00, 1.21)  -0.20
C (-2.57, -1.34, 1.28)  -0.21
H (-0.06, 2.01, -4.60)  0.04
H (-3.51, -1.91, 1.28)  0.05
C (1.89, -3.89, -2.82)  0.09
H (-0.47, 4.63, -1.39)  0.02
H (-1.20, 4.50, 0.82)  0.01
H (-1.04, -2.77, -4.01)  0.12
H (-1.76, -2.05, 1.11)  0.01
C (-0.23, 1.38, -3.73)  -0.21
H (-2.44, -0.91, 2.28)  0.03
C (-0.51, 1.53, 3.43)  -0.19
Sb (-0.24, 0.95, -0.10)  0.98
C (-1.36, 3.91, 1.72)  -0.20
H (-3.56, 2.28, -0.17)  0.02
Ru (1.67, -0.86, 0.06)  1.16
Cl (0.58, -3.73, 5.98)  0.72
C (0.11, -1.86, -2.42)  -0.14
H (-1.27, 1.06, -3.75)  0.02
C (-3.75, 1.39, 0.43)  -0.22
C (0.71, -2.85, 3.45)  -0.62
H (-4.26, -0.86, -1.65)  0.04
O (3.36, -1.65, -0.32)  -0.17

Entry from the Open Molecules 2025 dataset: a molecular structure, C22H30ClHfP in a non-equilibrium geometry (wB97M-V/def2-TZVPD).

Output
Lowest unoccupied orbital energy   -0.3033 Ha
Total charge   +2
Spin multiplicity   1
HOMO-LUMO gap   6.90 eV

Each line ends with the Löwdin charge.
Geometry (Å):
H (1.47, 1.29, -5.80)  0.09
H (3.05, 1.44, 2.63)  0.07
C (-2.31, 0.10, 1.56)  -0.17
C (-0.01, 3.97, 5.55)  -0.04
H (0.52, -3.25, 1.05)  0.14
H (1.72, 2.87, -5.02)  0.08
C (-2.00, 4.03, 4.20)  -0.05
C (-1.90, -1.78, 0.23)  -0.16
H (1.91, -0.12, 4.01)  0.06
H (-2.67, 0.74, 2.37)  0.12
H (2.47, -1.69, 2.07)  0.12
H (-2.08, 2.03, -4.86)  0.09
P (0.56, 1.32, 2.52)  0.86
C (0.76, -1.95, -0.84)  -0.15
C (2.25, 2.03, 2.12)  -0.22
C (0.86, 0.04, 3.82)  -0.22
C (-0.30, 0.33, -3.86)  -0.12
H (2.17, 1.41, -4.14)  0.07
C (1.45, 1.83, -4.86)  -0.10
C (1.76, -0.96, -1.13)  -0.07
Hf (-0.11, -0.43, 0.91)  1.49
C (2.01, -1.58, 1.09)  -0.18
H (-1.25, 0.31, -3.36)  0.05
H (0.07, -2.33, -1.59)  0.13
C (-1.96, -0.60, -0.63)  -0.13
H (-2.04, -0.63, -1.72)  0.12
C (-1.40, 3.20, 3.24)  -0.10
H (-3.03, 4.36, 4.06)  0.12
H (0.49, -0.03, -3.20)  0.03
H (-1.82, 5.03, 6.14)  0.13
Cl (-0.02, 2.78, -2.93)  0.71
H (0.54, 4.22, 6.45)  0.12
C (0.01, 1.75, -4.29)  -1.04
H (-0.98, 3.35, -5.30)  0.08
C (-1.33, 4.41, 5.37)  -0.03
H (0.46, -0.94, 3.55)  0.03
C (0.97, -2.40, 0.52)  -0.23
C (-1.07, 2.25, -5.26)  -0.10
C (0.60, 3.14, 4.60)  -0.09
H (-0.87, 1.80, -6.24)  0.10
H (-2.18, -2.02, 2.43)  0.14
H (2.44, 1.97, 1.03)  0.04
C (-0.10, 2.73, 3.45)  -0.39
H (-1.92, -2.82, -0.09)  0.15
H (-1.97, 2.90, 2.36)  0.09
C (-2.24, 0.52, 0.18)  -0.12
H (2.01, -0.49, -2.09)  0.11
H (0.38, 0.29, 4.77)  0.08
H (-2.49, 1.53, -0.17)  0.14
H (1.61, 2.77, 4.77)  0.11
H (-0.42, -0.35, -4.70)  0.11
C (2.51, -0.73, 0.03)  -0.10
H (2.30, 3.09, 2.45)  0.07
H (3.44, -0.18, 0.03)  0.13
C (-2.08, -1.35, 1.59)  -0.18